1.
Molecular formula: C12H17N
Method: DFT, ωB97M-V with the def2-TZVPD basis set

The geometry in XYZ format:
```
30
C12H17N (ωB97M-V with the def2-TZVPD basis set)
C 2.761 -1.700 -2.339
C -0.581 -1.253 -0.774
C 0.462 -0.810 -1.581
C 1.550 -1.746 -1.447
C 1.057 -2.774 -0.717
C -1.773 -0.525 -0.622
C -1.895 0.671 -1.284
C -0.830 1.169 -2.106
C 0.277 0.395 -2.298
N -0.243 -2.491 -0.264
H -2.635 -0.846 -0.050
H -2.876 1.123 -1.345
H -0.583 -2.819 0.622
H -0.841 2.141 -2.579
H 1.497 -3.682 -0.350
H 1.055 0.715 -2.984
H 3.712 -1.995 -1.904
H 2.900 -0.666 -2.653
H 2.511 -2.305 -3.212
C -0.964 1.337 2.230
C -0.827 2.825 2.561
C 0.210 0.473 2.800
H -1.874 0.964 2.708
H -0.986 1.137 1.170
H 0.112 3.169 2.976
H 1.055 0.688 2.152
H 0.514 0.806 3.790
H -1.694 3.158 3.132
H -0.956 3.402 1.631
H -0.114 -0.563 2.736
```

Values from the calculation:
HOMO level ... -8.014 eV
Structure (SMILES) ... Cc1c[nH]c2ccccc12.CCC
HOMO-LUMO gap ... 8.95 eV
Total charge ... 0
Energy ... -522.1907 Eh

These are the Mulliken partial charges, in e, on atoms 1 to 4:
1. C -1.332
2. C -0.139
3. C 1.179
4. C 0.217

---

2.
Molecular formula: C12H17N2
Method: DFT, ωB97M-V with the def2-TZVPD basis set

The geometry in XYZ format:
```
31
C12H17N2 (ωB97M-V with the def2-TZVPD basis set)
C 2.210 0.580 -3.065
C 1.952 -0.670 -2.526
C 1.509 1.711 -2.584
C 0.862 -0.829 -1.705
C 0.518 1.562 -1.656
C 0.108 0.266 -1.252
C -1.199 1.411 2.218
C 0.144 1.987 1.826
C -1.049 -2.228 0.315
C -0.656 -1.683 1.740
C -1.112 0.019 -0.570
C -0.360 0.668 1.367
N -1.839 -1.153 -0.366
N 0.300 -0.594 1.794
H 3.106 0.530 -3.837
H 2.329 -1.584 -2.899
H 1.968 2.709 -2.674
H 0.579 -1.816 -1.527
H -0.103 2.386 -1.474
H -1.325 1.081 3.354
H -2.099 1.890 1.859
H 0.184 2.649 0.888
H 0.988 2.142 2.494
H -0.259 -2.721 -0.226
H -1.823 -3.058 0.521
H -1.618 -1.253 1.986
H -0.367 -2.561 2.506
H -1.822 0.903 -0.515
H -2.748 -1.124 0.069
H 0.492 -0.389 2.687
H 1.130 -0.829 1.253
```

Values from the calculation:
HOMO level (spin up / spin down) ... -11.426 / -11.425 eV
HOMO-LUMO gap (spin up / spin down) ... 8.35 / 8.35 eV
Total charge ... +1
Energy ... -576.5454 Eh

These are the Mulliken partial charges, in e, on atoms 1 to 4:
1. C -0.287
2. C -0.847
3. C -0.788
4. C -0.344

---

3.
Molecular formula: C12H17N2
Method: DFT, ωB97M-V with the def2-TZVPD basis set

The geometry in XYZ format:
```
31
C12H17N2 (ωB97M-V with the def2-TZVPD basis set)
C 2.616 2.552 0.116
C 1.319 3.075 0.121
C 2.784 1.198 0.030
C 0.220 2.257 0.043
C 1.663 0.347 -0.043
C 0.332 0.852 -0.051
C 2.264 -2.067 0.050
C 2.615 -3.433 0.114
C -2.696 -0.597 1.221
C -2.982 0.906 -0.798
C -0.713 -1.226 -0.817
C -2.062 0.487 0.349
N 1.912 -0.965 -0.034
N -0.752 0.046 -0.134
H 3.471 3.205 0.176
H 1.179 4.143 0.165
H 3.768 0.754 0.025
H -0.756 2.712 0.007
H 3.311 -3.692 -0.687
H 1.714 -4.040 0.000
H 3.074 -3.667 1.078
H -2.018 -0.882 2.023
H -3.604 -0.205 1.668
H -2.960 -1.483 0.650
H -3.346 0.046 -1.356
H -2.465 1.570 -1.485
H -3.847 1.427 -0.396
H -0.526 -2.058 -0.134
H -1.676 -1.392 -1.294
H 0.042 -1.214 -1.601
H -1.881 1.348 0.997
```

Values from the calculation:
<S²> ... 2.02
HOMO level (spin up / spin down) ... -8.583 / -12.697 eV
HOMO-LUMO gap (spin up / spin down) ... 6.20 / 6.55 eV
Total charge ... +1
2S+1 ... 3
Energy ... -576.5936 Eh

These are the Mulliken partial charges, in e, on atoms 1 to 4:
1. C -0.414
2. C -1.070
3. C -0.829
4. C -0.517

---

4.
Molecular formula: C12H17N2P
Method: DFT, ωB97M-V with the def2-TZVPD basis set

The geometry in XYZ format:
```
32
C12H17N2P (ωB97M-V with the def2-TZVPD basis set)
C -1.810 -3.336 -0.820
C -1.343 -2.850 -2.064
C -0.874 -0.266 3.668
C 0.446 -0.570 4.082
C -1.147 -2.657 0.157
C -0.412 -1.894 -1.795
C -0.900 -0.339 2.310
C 1.170 -0.816 2.957
C 0.068 3.284 -1.937
C 2.111 1.851 -1.661
C 0.004 1.368 -0.398
C 0.586 1.860 -1.688
N -0.298 -1.753 -0.433
N 0.349 -0.690 1.861
P 0.930 -0.775 0.257
H -2.550 -4.097 -0.668
H -1.663 -3.170 -3.037
H -1.697 -0.014 4.309
H 0.804 -0.597 5.092
H -1.207 -2.747 1.224
H 0.185 -1.290 -2.450
H -1.707 -0.173 1.622
H 2.202 -1.083 2.835
H 0.399 3.946 -1.139
H 0.443 3.666 -2.882
H -1.019 3.295 -1.967
H 2.481 2.531 -0.897
H 2.515 2.161 -2.624
H 2.476 0.849 -1.440
H 0.271 1.956 0.472
H -1.052 1.131 -0.437
H 0.241 1.223 -2.510
```

Values from the calculation:
HOMO level ... -8.054 eV
HOMO-LUMO gap ... 8.65 eV
Total charge ... 0
Energy ... -918.2738 Eh

These are the Mulliken partial charges, in e, on atoms 1 to 4:
1. C -0.638
2. C -0.595
3. C -0.617
4. C -0.673

---

5.
Molecular formula: C12H17NO
Method: DFT, ωB97M-V with the def2-TZVPD basis set

The geometry in XYZ format:
```
31
C12H17NO (ωB97M-V with the def2-TZVPD basis set)
C 1.075 2.363 -1.649
C 0.788 3.728 -0.994
C 0.056 1.315 -1.306
C -0.653 0.617 -2.234
C -0.575 1.089 -0.031
C -1.671 0.241 -0.284
C -0.284 1.369 1.312
C -2.583 -0.152 0.692
C -1.168 0.991 2.291
C -2.310 0.225 1.985
N -1.746 0.030 -1.636
H 1.036 2.533 -2.709
H 2.114 2.078 -1.455
H 0.297 3.616 -0.033
H -0.420 0.449 -3.277
H -2.253 -0.734 -2.051
H 0.623 1.857 1.661
H -3.377 -0.866 0.482
H -1.003 1.185 3.335
H -2.880 -0.175 2.815
H 0.082 4.287 -1.606
H 1.661 4.353 -0.827
C 1.100 -3.617 1.201
C 1.691 -2.643 0.213
O 1.323 -4.980 0.737
H 1.629 -3.572 2.150
H 0.023 -3.560 1.165
H 2.762 -2.815 0.103
H 2.063 -5.029 0.106
H 1.517 -1.605 0.541
H 1.082 -2.580 -0.696
```

Values from the calculation:
HOMO level ... -7.971 eV
Structure (SMILES) ... CCc1c[nH]c2ccccc12.CCO
HOMO-LUMO gap ... 8.74 eV
Total charge ... 0
Energy ... -597.4262 Eh

These are the Mulliken partial charges, in e, on atoms 1 to 4:
1. C -0.598
2. C -1.133
3. C 0.025
4. C -0.722

---

6.
Molecular formula: C12H18BF4IN3O3
Method: DFT, ωB97M-V with the def2-TZVPD basis set

The geometry in XYZ format:
```
42
C12H18BF4IN3O3 (ωB97M-V with the def2-TZVPD basis set)
C -1.356 -0.455 -1.562
C -0.330 0.508 -2.322
F -0.556 0.401 -3.770
C 1.201 0.420 -1.886
I 2.498 1.358 -3.417
C 1.360 1.374 -0.579
N 1.340 1.950 0.492
C 1.795 -1.009 -1.483
C 1.364 -1.512 0.002
N 1.031 -1.762 1.143
B 1.614 -2.212 -2.563
O 2.209 -3.507 -2.194
N 0.957 -2.147 -3.900
C -0.110 -3.186 -4.063
C 1.932 -2.213 -5.034
H -2.307 -0.546 -2.219
H -0.993 -1.522 -1.371
H -1.724 -0.036 -0.543
H -0.675 1.591 -2.076
H 2.947 -0.858 -1.384
H 3.164 -3.380 -1.967
H -0.442 -3.327 -5.166
H 0.239 -4.235 -3.700
H -1.081 -2.949 -3.478
H 2.938 -2.702 -4.712
H 1.520 -2.790 -5.952
H 2.137 -1.146 -5.398
C -1.017 1.901 2.923
C -0.108 1.654 4.114
O -0.255 2.608 5.153
C -1.372 2.477 6.082
O -1.425 1.265 6.596
C -2.745 2.962 5.482
F -2.574 4.052 4.679
F -3.597 3.368 6.460
F -3.412 2.047 4.746
H -1.091 2.967 2.693
H -0.642 1.371 2.042
H -2.024 1.527 3.111
H 0.924 1.770 3.764
H -0.188 0.625 4.476
H -1.144 3.300 6.784
```

Values from the calculation:
HOMO level ... -3.208 eV
HOMO-LUMO gap ... 3.90 eV
Total charge ... -1
Energy ... -1579.9904 Eh

These are the Mulliken partial charges, in e, on atoms 1 to 4:
1. C -1.022
2. C 0.543
3. F -0.331
4. C -0.124

---

7.
Molecular formula: C12H18BrCdClO9
Method: DFT, ωB97M-V with the def2-TZVPD basis set

The geometry in XYZ format:
```
42
C12H18BrCdClO9 (ωB97M-V with the def2-TZVPD basis set)
C -3.233 0.967 -2.585
O -1.889 1.154 -3.102
C -0.890 1.131 -2.068
C -1.200 2.101 -0.810
C -1.629 3.595 -1.306
O -2.419 4.275 -0.584
Cl -0.996 4.300 -2.889
C -0.489 -0.396 -1.602
Br 0.780 -1.038 -3.013
O 0.087 -0.256 -0.292
C 0.595 -1.473 0.277
C 0.333 -1.353 1.894
C 1.167 -0.181 2.604
O 0.771 1.179 2.235
C 0.915 2.087 3.358
O -0.158 2.465 3.899
C -0.151 -2.831 -0.157
O -1.597 -2.814 0.150
O -1.876 -3.934 0.857
C 2.178 -1.721 0.109
C 3.030 -0.399 -0.116
O 4.072 -0.238 0.655
O 2.746 0.647 -1.027
H -3.918 0.842 -3.512
H -3.652 1.891 -2.024
H -3.383 0.023 -1.953
H 0.085 1.546 -2.545
H -2.058 1.707 -0.157
H -0.264 2.278 -0.148
H -1.503 -0.963 -1.622
H 0.442 -2.382 2.397
H -0.790 -1.082 1.982
H 2.317 -0.358 2.513
H 0.953 -0.278 3.744
H 1.925 2.500 3.731
H 0.276 -3.661 0.538
H 0.059 -3.186 -1.225
H -1.785 -4.731 0.261
H 2.349 -2.428 -0.796
H 2.573 -2.251 1.057
H 2.493 1.487 -0.578
Cd 3.732 1.776 1.852
```

Values from the calculation:
HOMO level ... -15.034 eV
HOMO-LUMO gap ... 2.26 eV
Total charge ... +2
Energy ... -4346.0827 Eh

These are the Mulliken partial charges, in e, on atoms 1 to 4:
1. C -0.514
2. O -0.344
3. C -0.544
4. C -0.044

---

8.
Molecular formula: C12H18CaO10
Method: DFT, ωB97M-V with the def2-TZVPD basis set

The geometry in XYZ format:
```
41
C12H18CaO10 (ωB97M-V with the def2-TZVPD basis set)
Ca -0.949 0.637 1.742
C -3.446 -2.352 3.537
C -2.666 -1.311 2.794
O -2.775 -0.087 3.120
O -1.920 -1.640 1.828
H -4.397 -2.532 3.041
H -3.651 -1.986 4.543
H -2.871 -3.273 3.605
C -0.691 4.904 1.909
C -0.855 3.423 1.881
O 0.024 2.696 2.450
O -1.838 2.876 1.320
H -1.067 5.303 0.964
H 0.347 5.146 2.092
H -1.373 5.311 2.657
C 5.298 -0.768 0.921
C 4.086 -1.269 0.124
C 3.598 -2.679 0.511
O 2.266 -2.474 0.983
C 1.971 -1.175 0.982
O 0.959 -0.709 1.422
O 2.927 -0.449 0.425
H 6.176 -0.726 0.268
H 5.556 -1.421 1.753
H 5.188 0.245 1.303
H 4.273 -1.147 -0.938
H 4.187 -3.172 1.279
H 3.538 -3.328 -0.364
C -2.853 -0.851 -4.143
C -1.457 -0.348 -3.818
C -1.169 1.117 -4.124
O -1.016 1.721 -2.832
C -0.936 0.771 -1.895
O -0.652 0.979 -0.753
O -1.229 -0.427 -2.389
H -3.379 -0.992 -3.200
H -2.811 -1.811 -4.650
H -3.404 -0.137 -4.752
H -0.722 -1.016 -4.266
H -1.997 1.618 -4.628
H -0.271 1.330 -4.702
```

Values from the calculation:
HOMO level ... -8.561 eV
HOMO-LUMO gap ... 8.72 eV
Total charge ... 0
Energy ... -1898.2932 Eh

These are the Mulliken partial charges, in e, on atoms 1 to 4:
1. Ca 1.826
2. C -1.107
3. C 1.140
4. O -0.918